Record 1
Computed, not measured: a structure of composition C5H12N3S at a distorted geometry, with the ωB97M-V functional and the def2-TZVPD basis.

Geometry as XYZ:
```
21
Properties=species:S:1:pos:R:3:nbo_charge:R:1
C 0.34 0.85 0.31 0.26
C 1.45 0.28 0.17 -0.20
C -2.07 -0.41 -0.16 0.38
C -0.30 2.07 0.14 -0.73
C 2.68 1.07 -0.35 -0.64
N -1.11 -0.36 0.71 -0.65
N -2.99 -1.31 -0.22 -0.73
N 0.70 -2.40 0.04 -1.01
S 2.06 -1.45 0.11 0.50
H -2.06 0.30 -1.04 0.21
H -0.93 2.15 1.00 0.26
H -0.62 2.17 -0.91 0.24
H 0.38 2.87 0.22 0.27
H 3.30 0.52 -1.10 0.26
H 3.11 1.59 0.45 0.24
H 2.30 1.84 -0.98 0.23
H -3.05 -1.96 0.61 0.42
H -3.77 -1.29 -0.91 0.44
H 0.90 -3.04 -0.75 0.40
H -0.84 -0.51 1.68 0.45
H 0.51 -2.98 0.99 0.39
```

The charge is +1. As for the multiplicity: 1. Its HOMO energy is -12.1 eV. The HOMO-LUMO gap comes out at 9.06 eV. The value obtained for the energy above the lowest of the compared OMol25 structures with the same formula, charge and spin is 83.81 kcal per mole.

Record 2
Computed, not measured: the molecule C5H14N2O at a distorted geometry, with the ωB97M-V functional and the def2-TZVPD basis.

Geometry as XYZ:
```
22
Properties=species:S:1:pos:R:3:nbo_charge:R:1
C 1.95 -1.24 1.06 -0.65
C 1.53 -0.97 -0.37 0.12
O 2.30 0.05 -0.97 -0.72
C -0.15 -0.74 -0.49 -0.44
C -0.52 0.70 -0.65 -0.05
C -0.17 1.63 0.50 -0.63
N -2.13 0.77 -0.92 -0.48
N -2.90 0.24 0.17 -0.73
H 3.02 -1.46 1.12 0.21
H 1.76 -0.37 1.70 0.20
H 1.41 -2.09 1.47 0.22
H 1.72 -1.87 -0.97 0.17
H 2.63 0.64 -0.27 0.47
H -0.45 -1.31 -1.38 0.20
H -0.62 -1.21 0.38 0.21
H -0.08 1.10 -1.57 0.21
H -0.67 2.59 0.38 0.23
H 0.90 1.85 0.51 0.20
H -0.46 1.21 1.47 0.21
H -2.34 0.27 -1.78 0.33
H -3.56 0.93 0.52 0.37
H -3.17 -0.74 0.07 0.35
```

The SMILES is C[C@H](O)C[C@H](C)NN. As for the multiplicity: 1. Its HOMO energy is -8.4 eV. The HOMO-LUMO gap comes out at 9.40 eV. The value obtained for the energy above the lowest of the compared OMol25 structures with the same formula, charge and spin is 68.82 kcal per mole.

Record 3
Computed, not measured: a structure of composition C19H15AsBF4N3O8OsS, with the ωB97M-V functional and the def2-TZVPD basis.

Geometry as XYZ:
```
53
Properties=species:S:1:pos:R:3:lowdin_charge:R:1
Os -0.55 1.12 0.09 1.78
O -1.73 -3.14 -0.75 0.10
C -2.08 -3.43 0.51 -0.24
C -2.57 -4.73 0.74 0.00
C -2.91 -5.13 2.00 -0.06
C -2.76 -4.27 3.10 -0.08
C -2.28 -3.00 2.89 -0.02
C -1.95 -2.55 1.60 -0.07
C -1.48 -1.20 1.42 -0.35
O -1.46 -0.68 0.24 -0.14
N -1.06 -0.47 2.49 0.17
N -0.62 0.69 2.07 -0.20
C -0.02 1.62 2.90 0.01
C 0.44 2.76 2.26 -0.24
C 1.06 3.85 2.93 0.00
C 1.46 4.94 2.21 -0.05
C 1.25 4.97 0.82 -0.03
C 0.65 3.90 0.20 -0.08
N 0.25 2.83 0.89 -0.06
H -1.27 -2.29 -0.81 0.05
H -2.66 -5.39 -0.11 0.12
H -3.28 -6.13 2.16 0.11
H -3.02 -4.60 4.09 0.10
H -2.16 -2.31 3.72 0.11
H 0.05 1.43 3.96 0.14
H 1.20 3.80 4.00 0.12
H 1.94 5.78 2.71 0.11
H 1.55 5.82 0.22 0.11
H 0.46 3.87 -0.86 0.12
O -0.71 -1.06 -2.66 -0.22
As 0.24 0.37 -3.03 0.96
O -0.04 0.94 -4.51 -0.41
O -0.33 1.46 -1.79 -0.55
C 2.08 -0.15 -2.80 -0.23
C 2.79 0.02 -3.98 -0.08
C 4.12 -0.37 -4.08 -0.06
C 4.75 -0.93 -2.98 -0.05
C 4.06 -1.09 -1.79 -0.04
C 2.74 -0.70 -1.69 -0.26
S 1.95 -0.93 -0.12 0.54
O 2.98 -1.15 0.84 -0.26
O 0.92 -1.92 -0.26 -0.26
O 1.35 0.47 0.09 -0.48
H -1.40 -1.13 -3.33 0.08
H 2.28 0.45 -4.84 0.10
H 4.65 -0.24 -5.01 0.11
H 5.79 -1.24 -3.05 0.11
H 4.55 -1.50 -0.92 0.12
F -2.34 1.89 0.28 -0.32
B -4.10 2.17 -0.46 -1.01
F -3.95 1.43 -1.56 0.23
F -4.79 1.66 0.56 0.23
F -4.02 3.50 -0.58 0.23
```

As for the multiplicity: 5. Its HOMO energy (alpha / beta) is -7.3 / -8.8 eV. Its expectation value of S² is 6.037. The HOMO-LUMO gap (alpha / beta) comes out at 7.09 / 5.33 eV. The value obtained for the energy above the lowest of the compared OMol25 structures with the same formula, charge and spin is 4.47 kcal per mole.

Record 4
Computed, not measured: the ion C3H9N2 with charge +1 at a distorted geometry, with the ωB97M-V functional and the def2-TZVPD basis.

Geometry as XYZ:
```
14
Properties=species:S:1:pos:R:3:nbo_charge:R:1
C -0.01 1.10 1.51 -0.66
C -0.01 0.18 0.33 0.12
N -1.23 0.18 -0.49 -0.71
C 0.94 -0.60 -0.15 0.00
N 0.69 -1.31 -1.37 -0.89
H -0.76 0.77 2.21 0.24
H 0.97 1.07 1.99 0.26
H -0.16 2.13 1.20 0.24
H -2.05 -0.24 -0.05 0.44
H -1.48 1.13 -0.80 0.44
H -1.00 -0.40 -1.31 0.47
H 1.91 -0.75 0.31 0.23
H 1.29 -0.96 -2.11 0.40
H 0.90 -2.30 -1.28 0.40
```

The charge is +1. The SMILES is C/C([NH3+])=C/N. As for the multiplicity: 1. Its HOMO energy is -14.7 eV. The HOMO-LUMO gap comes out at 11.29 eV. The value obtained for the energy above the lowest of the compared OMol25 structures with the same formula, charge and spin is 18.38 kcal per mole.

Record 5
Computed, not measured: a structure of composition C5H14N2 at a distorted geometry, with the ωB97M-V functional and the def2-TZVPD basis.

Geometry as XYZ:
```
21
Properties=species:S:1:pos:R:3:nbo_charge:R:1
C 0.58 0.74 -2.69 -0.66
C 0.48 0.69 -1.20 0.31
N -0.54 1.26 -0.54 -0.77
N 1.77 0.28 0.86 -0.84
C 1.25 -0.21 -0.41 -0.32
H -0.86 0.59 0.24 0.43
H -1.30 1.62 -1.11 0.38
H 1.96 -0.48 1.50 0.36
H 2.59 0.87 0.76 0.36
H 1.94 -0.83 -0.98 0.18
H -0.40 0.91 -3.15 0.21
H 1.24 1.56 -3.00 0.23
H 0.99 -0.18 -3.08 0.24
C -1.47 -0.45 2.27 -0.63
C -1.10 -1.19 0.98 -0.72
H -2.05 -1.07 2.96 0.20
H -2.07 0.44 2.07 0.19
H -0.57 -0.11 2.79 0.21
H -1.98 -1.42 0.38 0.19
H -0.64 -2.15 1.23 0.20
H 0.16 -0.87 0.14 0.27
```

As for the multiplicity: 1. Its HOMO energy is -7.0 eV. The HOMO-LUMO gap comes out at 7.87 eV. The value obtained for the energy above the lowest of the compared OMol25 structures with the same formula, charge and spin is 82.53 kcal per mole.

Record 6
Computed, not measured: a cluster of 8 separate species, C32H40N8 in total at a distorted geometry, with the ωB97M-V functional and the def2-TZVPD basis.

Geometry as XYZ:
```
80
Properties=species:S:1:pos:R:3:lowdin_charge:R:1
C -0.70 -2.33 -4.07 -0.11
C 0.31 -3.31 -3.84 -0.12
C 0.66 -3.21 -2.52 -0.16
N -0.06 -2.20 -1.96 0.02
C -0.92 -1.68 -2.89 -0.13
H -1.16 -2.12 -5.03 0.09
H 0.79 -3.94 -4.57 0.09
H 1.44 -3.71 -1.96 0.11
H 0.05 -1.79 -1.04 0.08
H -1.54 -0.82 -2.70 0.09
C -0.51 -4.29 4.59 -0.13
C 0.21 -3.18 5.10 -0.11
C 1.38 -3.10 4.39 -0.14
N 1.34 -4.05 3.41 0.00
C 0.18 -4.78 3.52 -0.14
H -1.50 -4.59 4.91 0.09
H -0.03 -2.63 6.00 0.09
H 2.20 -2.40 4.43 0.11
H 2.08 -4.19 2.74 0.14
H 0.04 -5.64 2.88 0.11
C 5.18 -0.16 -2.03 -0.11
C 5.24 -0.89 -3.25 -0.12
C 3.96 -1.26 -3.56 -0.14
N 3.12 -0.68 -2.64 0.03
C 3.85 0.03 -1.75 -0.16
H 5.97 0.35 -1.50 0.09
H 6.12 -1.18 -3.79 0.09
H 3.57 -1.87 -4.36 0.10
H 2.13 -0.89 -2.62 0.12
H 3.47 0.53 -0.88 0.09
C 0.84 0.44 0.31 -0.12
C 1.36 -0.77 0.87 -0.12
C 0.32 -1.61 1.16 -0.15
N -0.83 -0.92 0.91 0.04
C -0.52 0.32 0.43 -0.13
H 1.49 1.22 -0.04 0.06
H 2.40 -1.03 1.03 0.10
H 0.38 -2.67 1.37 0.10
H -1.78 -1.18 1.14 0.09
H -1.33 0.97 0.14 0.10
C -3.88 1.21 -2.56 -0.12
C -3.60 0.94 -3.93 -0.11
C -4.80 0.84 -4.57 -0.14
N -5.80 1.01 -3.65 0.00
C -5.24 1.18 -2.41 -0.14
H -3.18 1.35 -1.76 0.08
H -2.63 0.89 -4.40 0.09
H -5.07 0.67 -5.60 0.11
H -6.74 1.19 -3.94 0.14
H -5.86 1.34 -1.54 0.10
C -4.07 -2.10 0.95 -0.11
C -3.28 -2.92 1.79 -0.11
C -3.05 -2.22 2.94 -0.14
N -3.63 -0.99 2.81 0.01
C -4.25 -0.90 1.59 -0.14
H -4.56 -2.38 0.03 0.10
H -2.87 -3.91 1.63 0.10
H -2.51 -2.44 3.85 0.10
H -3.70 -0.26 3.50 0.15
H -4.88 -0.06 1.36 0.11
C 0.80 3.36 -1.71 -0.11
C 1.16 4.54 -2.44 -0.11
C 0.76 5.62 -1.71 -0.14
N 0.26 5.15 -0.52 0.00
C 0.35 3.78 -0.49 -0.15
H 0.99 2.35 -2.02 0.08
H 1.57 4.53 -3.44 0.09
H 0.70 6.66 -1.99 0.10
H -0.27 5.69 0.14 0.14
H 0.02 3.30 0.42 0.10
C 2.41 2.83 2.93 -0.10
C 2.89 4.05 2.39 -0.12
C 3.18 4.89 3.43 -0.14
N 2.91 4.20 4.59 -0.01
C 2.44 2.96 4.29 -0.14
H 2.17 1.95 2.34 0.07
H 3.05 4.29 1.35 0.09
H 3.65 5.85 3.43 0.10
H 3.06 4.53 5.52 0.14
H 2.30 2.26 5.10 0.10
```

The SMILES is c1cc[nH]c1.c1cc[nH]c1.c1cc[nH]c1.c1cc[nH]c1.c1cc[nH]c1.c1cc[nH]c1.c1cc[nH]c1.c1cc[nH]c1. As for the multiplicity: 1. Its HOMO energy is -7.8 eV. The HOMO-LUMO gap comes out at 8.38 eV. The value obtained for the energy above the lowest of the compared OMol25 structures with the same formula, charge and spin is 20.89 kcal per mole.